(1)
{
  "formula": "H28N2O14S",
  "method": "the ωB97M-V functional and the def2-TZVPD basis",
  "total_energy_ha": -1577.89333,
  "total_charge": 0,
  "multiplicity": 1,
  "elements": ["N", "H", "H", "H", "H", "N", "H", "H", "H", "H", "S", "O", "O", "O", "O", "O", "H", "H", "O", "H", "H", "O", "H", "H", "O", "H", "H", "O", "H", "H", "O", "H", "H", "O", "H", "H", "O", "H", "H", "O", "H", "H", "O", "H", "H"],
  "xyz": [[0.536077, 4.523457, -4.087842], [-0.280839, 4.009369, -4.474791], [0.545279, 5.406138, -4.615102], [1.372089, 4.003278, -4.391079], [0.477536, 4.667877, -3.078034], [3.572162, 3.902940, -7.631451], [3.228904, 3.711199, -6.646111], [4.577207, 3.740410, -7.663255], [3.267716, 4.750927, -8.097814], [3.131750, 3.154050, -8.171047], [2.971185, 2.325483, -4.690844], [1.535835, 1.992748, -4.940889], [3.124209, 3.768230, -5.051057], [3.211807, 2.129274, -3.256150], [3.851665, 1.478898, -5.496746], [-1.092673, 6.415650, -0.515225], [-1.229757, 6.265782, 0.424573], [-0.332589, 5.853480, -0.747775], [-1.812403, 3.491489, -5.017475], [-1.766444, 2.561510, -4.713220], [-2.724688, 3.621079, -5.293205], [0.964989, 4.700153, -1.413026], [1.359660, 3.823508, -1.272106], [1.511608, 5.297467, -0.884769], [4.310653, 5.940050, -3.835637], [3.923858, 5.259936, -4.418671], [3.540446, 6.382458, -3.441648], [-1.369288, 4.770515, -7.812303], [-0.803737, 5.102590, -8.513865], [-0.807511, 4.142202, -7.316394], [2.079598, 7.567364, -3.191322], [2.087557, 8.428206, -2.760253], [1.146644, 7.300644, -3.192205], [1.128777, 6.507353, -5.998367], [0.630895, 6.840179, -6.753413], [1.743339, 7.216865, -5.761196], [0.378323, 2.581245, -7.301329], [1.107282, 2.295962, -7.850716], [0.702330, 2.432456, -6.365887], [-0.905210, 7.076332, -3.398428], [-1.608036, 7.300647, -4.016334], [-1.327290, 7.086017, -2.523511], [-1.036111, 0.907845, -4.201985], [-1.199083, 0.087257, -4.676721], [-0.137789, 1.174017, -4.479557]],
  "atomic_forces_ev_per_a": [[-0.528, -0.059, -1.320], [0.150, 0.391, 0.548], [0.066, -0.023, 0.363], [0.139, 0.154, 0.390], [0.168, -0.030, -0.245], [-0.351, -1.348, -1.488], [0.028, 0.938, 1.539], [-0.005, 0.244, 0.106], [0.221, 0.391, 0.601], [0.329, -0.121, -0.005], [0.819, -3.149, 2.818], [-1.060, 0.207, -0.813], [-0.126, 1.006, -1.412], [-0.109, 0.758, -0.618], [-0.251, 0.861, -0.855], [0.343, 0.037, -0.119], [-0.115, 0.062, -0.034], [-0.569, -0.108, 0.049], [-0.351, -0.446, 0.080], [0.043, -0.136, -0.088], [0.113, 0.165, -0.109], [0.318, -0.052, 0.839], [-0.037, 0.056, -0.173], [0.295, -0.097, -0.303], [-0.294, 0.229, -0.213], [0.214, -0.096, 0.529], [0.368, -0.100, -0.199], [0.163, 0.235, 0.383], [-0.028, -0.141, -0.080], [-0.229, -0.028, -0.423], [-0.382, 0.047, 0.073], [0.059, -0.032, -0.020], [-0.082, 0.165, -0.080], [0.242, 0.339, -0.379], [-0.155, -0.083, 0.109], [-0.033, -0.154, 0.194], [-0.011, 0.414, 0.539], [-0.013, -0.362, -0.064], [0.238, -0.260, -0.405], [-0.090, 0.087, 0.325], [0.103, -0.034, -0.076], [0.112, -0.090, -0.013], [0.029, 0.230, -0.195], [-0.038, 0.026, 0.015], [0.296, -0.095, 0.228]]
}



(2)
{
  "formula": "H28NO12",
  "method": "the ωB97M-V functional and the def2-TZVPD basis",
  "total_energy_ha": -974.02882,
  "total_charge": 1,
  "multiplicity": 1,
  "elements": ["N", "H", "H", "H", "H", "O", "H", "H", "O", "H", "H", "O", "H", "H", "O", "H", "H", "O", "H", "H", "O", "H", "H", "O", "H", "H", "O", "H", "H", "O", "H", "H", "O", "H", "H", "O", "H", "H", "O", "H", "H"],
  "xyz": [[0.212439, 0.152415, 0.439488], [0.089439, 0.883415, 1.183488], [-0.272561, 0.574415, -0.421512], [-0.253561, -0.657585, 0.441488], [1.269439, -0.243585, 0.170488], [0.351439, -2.279585, -0.742512], [0.953439, -2.936585, -1.056512], [-0.431561, -2.679585, -0.622512], [-2.322561, -3.356585, -0.363512], [-3.030561, -3.832585, -0.656512], [-2.395561, -2.303585, -0.785512], [2.615439, 1.195415, 0.914488], [2.858439, 0.235415, 0.962488], [3.275439, 1.705415, 0.651488], [-1.306561, 2.614415, -1.925512], [-2.235561, 2.403415, -2.296512], [-1.301561, 3.487415, -1.627512], [-2.744561, 1.781415, 0.483488], [-2.178561, 2.259415, -0.179512], [-2.313561, 2.073415, 1.327488], [1.136439, 2.907415, 0.215488], [1.881439, 2.309415, 0.514488], [1.382439, 3.068415, -0.737512], [3.000439, -0.531585, -2.013512], [2.753439, 0.232415, -2.597512], [3.822439, -0.252585, -1.681512], [2.712439, -1.167585, 1.689488], [3.140439, -1.774585, 1.138488], [1.823439, -1.444585, 1.976488], [-1.335561, -1.025585, 2.782488], [-2.205561, -0.885585, 3.386488], [-1.443561, -1.932585, 3.025488], [-2.300561, -1.002585, -0.798512], [-2.899561, -0.706585, -0.223512], [-2.511561, -0.871585, -1.883512], [0.177439, 0.340415, 3.536488], [1.177439, 0.398415, 3.541488], [-0.358561, -0.454585, 3.389488], [-0.204561, 0.274415, -3.556512], [-0.340561, 1.100415, -3.047512], [-0.246561, 0.342415, -4.553512]],
  "atomic_forces_ev_per_a": [[3.523, 3.630, -3.320], [0.584, -1.388, -0.189], [1.508, -0.315, 1.123], [-2.753, -4.031, 1.349], [-3.489, 2.115, 0.702], [4.240, 3.033, -0.147], [0.530, -0.561, -0.417], [-4.779, -2.817, 0.640], [2.875, 4.033, 0.158], [-2.824, -2.149, -1.219], [0.089, -3.651, 1.755], [-2.852, -4.233, 2.022], [0.127, 0.764, 0.527], [5.414, 2.989, -1.572], [-2.133, -3.325, -1.490], [2.208, 0.895, 0.800], [-0.075, 2.465, 0.551], [1.644, 0.921, 0.405], [-0.725, -0.735, 0.618], [-0.820, -0.392, -0.823], [0.463, 0.645, -1.912], [-2.099, 0.904, -0.262], [-0.608, -0.003, 1.452], [-1.975, 0.832, -1.173], [0.001, -1.235, 0.602], [1.917, 0.357, 0.696], [-1.173, 1.471, 1.389], [0.564, -2.082, -1.072], [0.731, -0.370, -0.315], [-6.638, -1.487, 1.305], [2.417, 1.121, -2.058], [0.978, -2.259, -0.645], [3.919, -0.469, -8.546], [-4.418, 2.512, 3.104], [0.480, 0.097, 4.730], [3.941, 3.546, 0.629], [-2.085, -0.669, 0.228], [1.367, -0.320, 0.276], [-0.075, -0.299, -0.595], [0.039, -0.187, -1.327], [-0.037, 0.648, 2.018]]
}



(3)
{
  "formula": "H28O14",
  "method": "the ωB97M-V functional and the def2-TZVPD basis",
  "total_energy_ha": -1070.09702,
  "total_charge": 0,
  "multiplicity": 1,
  "elements": ["O", "H", "H", "O", "H", "H", "O", "H", "H", "O", "H", "H", "O", "H", "H", "O", "H", "H", "O", "H", "H", "O", "H", "H", "O", "H", "H", "O", "H", "H", "O", "H", "H", "O", "H", "H", "O", "H", "H", "O", "H", "H"],
  "xyz": [[-2.120240, 1.352577, -1.450344], [-2.868891, 0.820235, -1.168063], [-2.076859, 0.917876, -2.335969], [0.693606, -3.443402, 0.226626], [1.627662, -3.454631, 0.478189], [0.117775, -2.938226, 0.818001], [-0.066891, 1.877426, 2.393451], [-0.985524, 2.304025, 2.319763], [0.101767, 1.393901, 1.614799], [-1.977555, -0.432957, -3.450122], [-1.052096, -0.551229, -3.381900], [-2.085739, -1.154448, -4.074309], [-0.747640, -1.581973, 1.419820], [-1.129452, -1.746585, 2.270215], [-1.436389, -1.588985, 0.739541], [-1.915287, -1.536466, -1.037056], [-2.752946, -1.040930, -1.129613], [-1.529253, -1.575711, -1.922505], [-3.002114, 0.224054, 1.988794], [-3.206754, -0.677016, 2.225834], [-2.106301, 0.157316, 1.671926], [-0.084760, 2.989492, -1.388519], [-0.876628, 2.547985, -1.334000], [-0.225283, 3.849913, -1.068027], [0.678386, -0.215971, -2.701891], [0.965350, 0.462304, -3.259247], [1.020465, -0.998417, -3.145708], [2.578200, -0.861846, -0.396618], [2.242464, -1.507643, -0.955062], [1.860838, -0.213798, -0.307412], [0.383844, 0.586082, 0.053410], [-0.035102, -0.143179, 0.485378], [0.128729, 0.469523, -0.859640], [1.746825, -1.783103, 2.994152], [2.287449, -2.415879, 2.524237], [1.246047, -1.257592, 2.380497], [2.213420, 3.061889, 0.701978], [3.115208, 3.345509, 0.559082], [1.871144, 2.696697, -0.106966], [2.816029, 0.706161, 2.560738], [2.303970, -0.037292, 2.822681], [2.282526, 1.394315, 2.223859]],
  "atomic_forces_ev_per_a": [[-0.798, -1.073, -1.327], [-0.259, 0.633, 1.029], [0.456, 0.963, 0.412], [0.258, -0.850, -0.989], [-0.681, 0.371, 0.321], [0.845, 0.131, 0.241], [-2.540, 1.756, 2.158], [2.224, -1.093, -0.054], [0.121, -0.299, -1.839], [-1.166, -0.870, -1.205], [2.434, 0.947, 0.760], [-1.285, -0.046, -0.552], [0.198, 0.341, -0.279], [-0.325, -0.159, 0.859], [-0.160, -0.297, -0.385], [-0.726, -0.105, 0.618], [0.805, -0.671, -0.193], [-0.382, 0.087, 0.523], [-0.493, 0.200, -0.206], [-0.411, -0.324, 0.276], [0.706, 0.356, -0.061], [3.659, 0.293, -1.130], [-3.029, -1.595, 0.424], [-0.182, 1.696, 0.661], [-0.925, -1.979, 0.622], [0.785, 2.226, -1.195], [0.308, -0.302, 0.311], [1.362, 1.466, 1.397], [-0.969, -1.917, -1.534], [0.228, 0.024, 0.290], [0.390, 0.605, -0.172], [-0.334, -1.059, 0.618], [-0.283, 0.318, -0.517], [-0.202, -0.409, 1.294], [0.087, 0.167, -0.443], [-0.224, -0.218, -0.899], [-0.076, 0.345, 0.851], [0.212, -0.102, -0.231], [-0.203, -0.209, -0.615], [2.081, -0.042, 0.181], [-0.417, -0.534, 0.514], [-1.086, 1.227, -0.534]]
}



Across the entries above, E_LUMO takes the values -0.49 -2.96 -0.73 eV, respectively.
Across the entries above, highest occupied orbital energy takes the values -8.09 -13.19 -9.62 eV, respectively.